(1)
85
Properties=species:S:1:pos:R:3:forces:R:3:lowdin_charge:R:1 method="wB97M-V/def2-TZVPD" total_charge=+2 orbital_gap_ev="8.36 / 8.70" fmax_ev_per_a=3.4 lumo_ev="-4.493 / -4.547" relative_energy_kcal_mol=24.7 multiplicity=4
Te -1.1139 -1.4431 0.5786 -0.406 -0.181 0.149 1.468
V 0.9678 0.4492 0.2008 -0.179 -0.527 -0.065 0.570
S 2.2435 1.6203 4.5359 0.031 0.036 0.065 1.159
S 2.7018 4.6124 -1.0592 0.028 0.057 -0.006 1.154
O 0.7132 -0.7787 -1.8430 0.360 1.400 3.057 -0.236
O 2.7834 -0.3567 -2.6138 -0.394 -0.056 0.154 0.083
N 1.8067 -2.6433 -5.2707 0.218 -0.235 -0.096 0.235
N 1.5187 1.1283 2.1501 0.242 0.425 0.485 -0.033
N -2.7977 2.0223 -1.5519 0.028 -0.054 -0.003 -0.153
N 1.3234 -3.0514 -3.0425 0.029 -0.793 0.058 0.089
N -0.7521 1.3923 -0.5855 -0.243 -0.004 -0.300 0.011
N 2.7644 -0.8752 0.3613 0.120 0.045 -0.311 0.034
N 1.9872 2.3061 -0.2923 0.106 0.127 0.144 0.002
N 0.4316 -1.2153 -4.0723 -0.181 -1.007 -2.896 0.210
N -2.1935 2.8278 0.5348 0.033 -0.022 0.013 -0.136
C 1.4860 0.6354 3.3693 -0.115 -0.051 0.000 -0.607
C 2.4332 -3.9782 -2.7915 -0.102 0.035 -0.058 -0.129
C -3.5670 3.1668 0.8858 -0.031 -0.036 0.030 -0.040
C 1.9962 -0.9230 -1.8655 1.612 0.257 0.351 -0.658
C -3.3901 3.2582 -2.0609 -0.003 0.031 -0.023 -0.035
C -4.4044 -1.9610 4.6964 0.006 -0.009 0.006 -0.061
C 3.7332 -3.2151 -2.5622 0.180 -0.233 -0.093 -0.161
C 2.1034 3.0463 -1.3700 -0.001 -0.089 -0.041 -0.598
C 2.5733 -1.8308 -0.7597 0.002 0.120 -0.032 -0.294
C 2.7689 4.2823 0.6117 0.006 0.033 0.007 -0.309
C -2.7117 0.9605 -2.5374 0.019 0.020 -0.004 -0.046
C -1.1621 3.2410 1.4717 -0.012 0.000 0.011 -0.018
C -3.8723 -3.2449 4.7259 -0.007 0.010 0.001 -0.059
C -2.8823 -1.3704 2.9236 0.031 -0.022 -0.011 -0.287
C -2.3505 -2.6563 2.9528 0.006 0.006 0.006 -0.290
C 2.6565 2.7577 3.3369 0.012 0.042 0.020 -0.302
C 2.3497 3.0151 0.8421 -0.028 -0.079 -0.004 -0.329
C 0.8701 -0.6625 3.7675 -0.010 0.004 -0.005 -0.063
C -3.9116 -1.0306 3.7990 0.009 0.021 -0.003 -0.034
C -2.3283 -0.3523 1.9584 -0.008 0.037 0.025 -0.384
C 1.1984 -2.3080 -4.1354 -0.742 0.866 -0.555 -0.432
C -1.8765 2.0683 -0.5384 -0.074 0.113 0.076 -0.429
C 2.1984 2.3448 2.1328 0.039 -0.100 -0.136 -0.323
C -1.2304 -3.0318 2.0112 0.051 -0.056 0.001 -0.402
C 3.8301 -2.5853 -1.1776 0.069 0.034 0.142 -0.130
C -2.8521 -3.5898 3.8574 0.016 0.003 -0.004 -0.030
C 1.7019 2.6340 -2.7438 -0.038 0.005 0.029 -0.050
H 3.0940 5.0207 1.3256 0.005 0.003 -0.005 0.092
H 0.6284 2.7984 -2.8663 -0.005 0.010 -0.005 0.084
H 2.2684 -3.5295 -5.3754 -0.009 -0.003 -0.006 0.123
H -0.4909 2.4188 1.7036 -0.001 -0.019 0.013 0.048
H -1.7078 0.3916 2.4614 -0.005 0.016 -0.017 0.053
H -1.9608 1.1726 -3.3111 -0.007 -0.005 -0.015 0.092
H -4.2617 2.6199 0.2549 0.008 0.009 0.034 0.091
H -2.4777 0.0100 -2.0598 -0.022 -0.011 0.008 0.070
H -2.9699 3.4880 -3.0439 -0.008 0.000 0.000 0.098
H 0.1752 -0.5291 4.5969 -0.005 -0.006 -0.004 0.101
H -4.4711 3.1598 -2.1619 -0.001 -0.002 0.001 0.102
H 4.5785 -3.8897 -2.7082 -0.020 -0.005 0.032 0.128
H -3.7474 2.8829 1.9239 0.002 0.008 0.004 0.093
H 3.5552 -0.2801 0.1144 0.048 -0.036 0.079 0.118
H -1.4424 -3.9554 1.4757 -0.024 0.002 0.009 0.060
H 1.7289 -2.0634 -6.0880 -0.006 0.010 0.055 0.135
H 2.5183 -4.6974 -3.6071 -0.016 0.058 -0.040 0.122
H -3.6795 0.8665 -3.0276 0.017 -0.004 -0.013 0.104
H 0.8037 -2.7126 -2.2453 -0.199 -0.252 -0.263 0.124
H -1.6427 3.5587 2.3947 0.008 0.028 -0.010 0.100
H 2.1435 -4.5641 -1.9192 0.058 -0.044 0.003 0.135
H -3.1092 0.1682 1.4067 -0.021 -0.028 -0.001 0.057
H -3.7607 4.2361 0.7849 -0.007 -0.003 0.006 0.100
H 3.2140 3.6496 3.5698 0.008 -0.002 -0.004 0.094
H -5.2080 -1.6910 5.3680 -0.001 0.000 -0.002 0.113
H 4.0301 -3.3609 -0.4304 -0.004 0.046 -0.004 0.129
H -4.3332 -0.0327 3.7708 -0.001 0.001 0.000 0.116
H 1.6382 -1.3665 4.0925 -0.006 -0.005 0.004 0.099
H -3.1715 4.0905 -1.3988 -0.002 -0.016 -0.042 0.085
H 0.3523 -0.7646 -3.1640 -0.367 0.224 0.287 -0.004
H 1.7941 -2.5265 -0.4370 -0.012 0.004 0.045 0.129
H -4.2603 -3.9777 5.4202 -0.001 0.001 -0.001 0.114
H 0.3414 -0.6281 -4.8839 0.118 -0.262 -0.285 0.130
H 3.8167 -2.4289 -3.3139 0.055 -0.076 -0.024 0.109
H 2.2208 3.2287 -3.4936 -0.003 -0.018 -0.009 0.089
H 4.6857 -1.9068 -1.1672 -0.046 0.049 0.001 0.129
H 0.3357 -1.0872 2.9236 0.011 0.008 -0.005 0.000
H -0.5773 4.0783 1.0825 0.013 -0.014 -0.016 0.103
H 1.9256 1.5802 -2.9015 0.043 0.013 -0.021 0.056
H -2.4454 -4.5937 3.8739 0.003 0.001 -0.001 0.122
H -0.6186 1.0136 -1.5214 -0.193 0.154 0.002 0.026
H -0.2825 -3.1552 2.5353 0.009 -0.001 -0.008 0.054
H 3.0257 -1.3575 1.2158 -0.093 -0.006 0.032 0.117


(2)
21
Properties=species:S:1:pos:R:3:forces:R:3:lowdin_charge:R:1 method="wB97M-V/def2-TZVPD" total_charge=-1 orbital_gap_ev=6.24 fmax_ev_per_a=3.9 lumo_ev=3.550 relative_energy_kcal_mol=50.6
S -0.6392 1.2492 -2.3211 -0.453 1.189 -0.114 0.128
O -3.0607 -1.1326 0.9843 -1.355 -0.535 -1.823 -0.083
O 0.5451 2.4466 1.1471 0.751 2.454 -1.787 -0.128
N 2.2275 -0.5767 2.2603 -1.218 0.518 -0.178 -0.026
N 0.3339 -0.9415 0.6304 1.116 -0.952 1.000 -0.079
C 0.7143 -0.5073 -0.7211 -1.755 1.801 1.691 -0.337
C -0.5184 -0.4104 -1.6201 2.541 2.224 -1.511 -0.753
C 1.4396 -1.5731 1.4301 -1.315 3.628 0.172 -0.265
H 0.1325 1.6366 1.3734 -0.782 -1.330 -0.483 -0.039
H 2.8848 -0.0655 1.6722 -0.302 -0.064 0.017 0.041
H -3.2257 -0.8241 0.0411 0.780 -0.209 1.995 0.075
H -1.4443 -0.7260 -1.3359 -2.358 -0.838 2.049 -0.027
H -0.6223 -1.2942 0.7625 1.140 -0.304 -0.439 0.074
H -0.3838 -0.9820 -2.4998 0.617 -1.144 -0.835 0.001
H 1.2436 0.4883 -0.5633 -0.778 -1.117 -0.782 0.081
H 1.0122 -2.1984 2.1562 -0.594 -1.301 0.667 0.074
H -2.3802 -0.6180 1.3916 0.550 0.888 -0.131 -0.001
H 2.1366 -2.0431 0.7895 0.689 -0.830 -0.642 0.083
H 1.5502 0.1593 2.6179 1.117 -1.265 -0.674 0.069
H 1.3380 -1.1494 -1.2579 1.636 -1.501 -0.256 0.071
H 0.3681 2.6899 0.1705 -0.027 -1.314 2.062 0.041


(3)
93
Properties=species:S:1:pos:R:3:forces:R:3:lowdin_charge:R:1 method="wB97M-V/def2-TZVPD" total_charge=0 orbital_gap_ev="6.85 / 6.54" fmax_ev_per_a=1.8 lumo_ev="-0.539 / -1.325" relative_energy_kcal_mol=19.6 multiplicity=6
Ru -0.7510 -0.2064 -0.7048 1.422 0.135 -1.019 1.553
Br -2.1786 -1.0887 1.8968 -0.068 -0.161 -0.063 0.848
O 0.4087 -1.6789 -1.7985 0.013 0.355 1.027 -0.296
O 1.0934 1.2235 -1.0339 -0.150 -0.326 -0.116 -0.166
O 1.3326 -2.2198 -4.1130 0.555 -0.249 -0.315 0.064
O 0.2264 0.7206 -3.0004 0.150 0.163 0.034 0.007
O -4.7076 6.6128 1.6372 0.076 -0.058 0.078 -0.027
O -4.2125 3.5689 2.0562 0.025 0.021 -0.012 0.082
O 3.5185 2.0347 -0.8649 0.075 -0.001 -0.021 0.046
N -2.4586 -1.7568 -1.4768 0.028 -0.710 0.433 -0.024
N -3.1055 5.3562 2.8834 0.036 0.008 -0.022 0.088
N 0.6865 -1.4847 0.7571 -0.335 0.031 0.654 -0.070
N -3.3346 -1.2357 -2.1584 -0.667 0.450 -0.379 0.085
N 1.6778 -2.0687 0.1061 -0.108 -0.080 -0.522 0.037
N -0.7113 1.6284 1.0467 -0.060 -0.039 0.184 -0.007
C 0.4024 1.9484 1.7064 0.075 -0.018 -0.153 -0.138
C -0.6913 3.6931 2.8941 0.056 0.067 0.131 -0.001
C -1.8168 2.3238 1.3031 0.057 -0.128 0.013 -0.098
C -1.8514 3.3775 2.2052 -0.130 0.065 0.001 -0.097
C -3.1597 4.0941 2.3707 0.018 -0.059 -0.046 -0.434
C 2.5306 1.5995 -4.3703 0.014 -0.018 -0.002 -0.014
C 3.7155 1.9204 -5.0032 0.011 0.030 0.012 -0.087
C 4.8258 2.2628 -4.2318 -0.031 -0.027 -0.011 -0.082
C 1.7052 -1.7987 -1.3566 0.056 -0.294 0.132 -0.390
C 3.0700 -3.8048 -4.2352 0.040 -0.106 -0.101 -0.011
C -1.6405 -3.8466 -0.5932 0.355 -0.030 0.095 -0.047
C 1.8857 -0.1893 4.5529 0.044 0.089 -0.048 -0.052
C 0.6540 -1.4926 2.0367 0.036 -0.017 0.195 -0.198
C -4.3183 6.1458 2.9074 0.029 0.015 -0.137 -0.250
C 4.2193 -4.5510 -2.2572 -0.083 0.041 0.011 -0.105
C 2.4703 -2.8774 -2.0917 0.029 0.005 0.062 -0.089
C 3.5504 1.9847 -2.2154 -0.041 0.037 0.049 -0.268
C -4.1592 0.7328 -3.1997 -0.083 -0.151 -0.051 -0.032
C -3.2214 0.1657 -2.3403 0.057 0.244 -0.110 -0.288
C -0.5318 -0.7588 4.1004 0.154 0.182 0.525 -0.107
C -3.8901 -3.7933 -1.4378 -0.070 0.191 -0.029 -0.027
C -2.6797 -3.1512 -1.1828 0.116 -0.029 -0.107 -0.253
C 2.9663 -0.1366 5.4224 -0.025 0.002 0.002 -0.073
C 0.4567 2.9614 2.6449 0.067 0.039 0.050 -0.027
C 1.5781 -0.9651 7.1980 -0.001 0.012 -0.009 -0.076
C 0.4987 -1.0104 6.3310 -0.032 -0.005 0.012 -0.036
C -3.1683 2.8756 -2.7981 -0.052 -0.003 -0.052 -0.076
C -3.0197 -5.8139 -0.4624 0.005 0.050 -0.006 -0.085
C 4.0341 -4.5968 -3.6323 -0.026 0.068 -0.041 -0.093
C -4.0558 -5.1193 -1.0791 0.044 -0.006 0.020 -0.081
C 0.6415 -0.6467 4.9899 -0.091 -0.093 -0.070 -0.216
C -2.2434 0.9239 -1.6868 -0.830 0.144 -0.079 -0.224
C -2.2365 2.2956 -1.9485 0.025 -0.158 0.036 -0.134
C 2.8191 -0.5367 6.7434 -0.028 -0.006 -0.043 -0.083
C -1.8115 -5.1749 -0.2295 0.005 -0.026 0.004 -0.072
C -0.5049 -1.0612 2.8076 -0.035 -0.028 -0.415 -0.626
C 3.4388 -3.6836 -1.5042 -0.032 -0.024 0.028 -0.048
C 1.1616 1.1743 -2.3371 -0.141 0.006 0.016 -0.580
C 4.7492 2.2957 -2.8524 0.070 0.046 -0.047 -0.018
C 2.2742 -2.9541 -3.4744 -0.254 0.060 -0.250 -0.263
C -4.1363 2.0944 -3.4261 0.038 0.117 -0.011 -0.083
C 2.4288 1.6256 -2.9792 0.010 -0.070 0.091 -0.073
H 3.6647 -0.5075 7.4179 -0.007 0.023 0.002 0.104
H 1.3822 3.1707 3.1654 -0.041 -0.013 -0.023 0.114
H -0.6799 4.4811 3.6389 -0.006 -0.020 -0.036 0.119
H -4.6889 -3.2395 -1.9096 -0.026 -0.012 0.012 0.103
H -1.4751 2.9259 -1.4986 -0.006 -0.012 0.008 0.097
H 5.7663 2.4988 -4.7153 -0.020 0.013 0.004 0.102
H 3.9236 0.2266 5.0683 -0.033 -0.022 0.005 0.107
H 1.6539 1.3026 -4.9315 0.021 -0.010 0.010 0.121
H -1.5020 -0.6020 4.5616 0.088 0.006 0.013 0.105
H 1.4886 -1.9001 2.6069 -0.036 -0.059 0.025 0.133
H -0.9913 -5.7107 0.2314 -0.008 0.003 -0.016 0.105
H -3.1372 3.9445 -2.9810 -0.006 -0.053 0.012 0.103
H -2.7201 2.0417 0.7791 0.003 -0.030 -0.051 0.109
H 0.7758 -1.7839 -3.4375 -0.159 0.078 0.140 0.058
H 5.6072 2.5586 -2.2439 -0.067 -0.018 -0.038 0.115
H -0.4703 -1.3427 6.6874 0.044 0.000 -0.004 0.116
H 2.5351 -2.2379 0.6112 0.106 0.077 0.038 0.134
H 2.2767 -0.8716 -1.4961 -0.040 0.212 -0.051 0.140
H -2.2298 5.8489 2.8323 0.022 0.024 -0.007 0.132
H -0.6829 -3.3553 -0.4598 -0.129 -0.034 0.013 0.080
H 3.5978 -3.6503 -0.4318 0.012 -0.004 -0.030 0.094
H 4.9593 -5.1781 -1.7770 -0.011 0.034 -0.008 0.095
H 1.2859 1.3737 1.4528 -0.039 0.003 0.015 0.101
H 1.4518 -1.2625 8.2317 0.001 0.003 -0.037 0.106
H 3.7838 1.8962 -6.0836 0.001 -0.007 0.053 0.099
H -5.0201 5.8525 1.1321 -0.028 -0.018 0.018 0.086
H 2.6000 1.7781 -0.6167 -0.034 -0.024 -0.013 0.050
H -4.9985 -5.6141 -1.2777 0.020 0.026 0.013 0.103
H -4.1399 7.0191 3.5246 0.004 0.097 0.033 0.126
H -4.8597 2.5478 -4.0926 0.036 -0.004 0.030 0.102
H 2.9091 -3.8281 -5.3068 0.005 -0.021 0.061 0.117
H 2.0024 0.1578 3.5315 0.001 -0.024 0.093 0.097
H -5.0942 5.5322 3.3534 -0.106 -0.073 0.076 0.126
H -3.1560 -6.8474 -0.1676 0.008 0.031 -0.034 0.102
H -4.8893 0.0892 -3.6804 0.056 0.059 0.049 0.110
H 4.6469 -5.2519 -4.2406 -0.045 0.016 0.014 0.101